A structure of composition C42H82N16OSTi. Source: the OMol25 dataset; level of theory: the ωB97M-V functional and the def2-TZVPD basis.

Positions of all 143 atoms, in Å:
Ti 0.4782 -0.4852 -0.1945
C 4.8114 0.0207 2.9128
N 4.0228 -0.0934 1.6883
C 3.2752 1.0897 1.3404
C 3.8339 -1.2856 1.0703
N 2.7567 -1.5450 0.3533
C 2.8680 -2.7965 -0.4240
C 1.7702 -2.9387 -1.4515
N 0.4457 -2.4751 -0.9713
C -0.1276 -3.3995 0.0446
C 0.3130 -3.0115 1.4329
N 0.0844 -1.5607 1.5888
C -0.1405 -1.1622 2.8451
N -1.0173 -0.1788 3.0884
C -2.1509 0.0552 2.2017
C -0.8001 0.7831 4.1533
N 0.4130 -1.7765 3.9164
C -0.3053 -1.9665 5.1732
C 1.7829 -2.2549 3.9217
C -0.4619 -2.3971 -2.1323
C 0.0517 -1.3588 -3.1332
N 0.9448 -0.3707 -2.4890
C 1.7083 0.3166 -3.3146
N 2.8476 0.9383 -2.8607
C 3.8452 0.2102 -2.0886
C 3.3739 2.1344 -3.5087
N 1.4571 0.4336 -4.6524
C 0.1438 0.6685 -5.2381
C 2.5281 0.2746 -5.6367
N 4.8731 -2.1837 1.2283
C 4.6975 -3.5014 1.8209
C 6.2596 -1.7522 1.0850
H 4.2418 0.6003 3.6412
H 5.7600 0.5313 2.7390
H 5.0110 -0.9591 3.3364
H 2.4796 1.2944 2.0633
H 2.8316 0.9582 0.3630
H 3.9462 1.9512 1.3136
H 2.8512 -3.6724 0.2210
H 3.8225 -2.8344 -0.9561
H 1.6836 -3.9866 -1.7532
H 2.0291 -2.3632 -2.3333
H 0.1367 -4.4342 -0.1882
H -1.2150 -3.3235 0.0184
H 1.3489 -3.2881 1.6165
H -0.3063 -3.5613 2.1448
H -2.3759 -0.8542 1.6513
H -1.9612 0.8702 1.5042
H -3.0181 0.3100 2.8126
H -1.7143 0.9280 4.7301
H -0.5093 1.7391 3.7244
H -0.0107 0.4524 4.8203
H -1.3469 -1.6819 5.0613
H 0.1413 -1.3875 5.9841
H -0.2572 -3.0216 5.4468
H 2.2886 -1.9125 3.0253
H 1.8281 -3.3453 3.9819
H 2.2996 -1.8475 4.7937
H -1.4484 -2.1277 -1.7586
H -0.5390 -3.3739 -2.6159
H -0.8270 -0.8934 -3.5730
H 0.5881 -1.8492 -3.9476
H 3.3839 -0.5593 -1.4806
H 4.3774 0.9033 -1.4335
H 4.5886 -0.2495 -2.7496
H 2.5914 2.6477 -4.0602
H 4.2029 1.9145 -4.1850
H 3.7500 2.8083 -2.7363
H -0.5615 1.0048 -4.4850
H -0.2507 -0.2186 -5.7385
H 0.2397 1.4613 -5.9827
H 3.4327 -0.0943 -5.1615
H 2.7469 1.2072 -6.1595
H 2.2141 -0.4630 -6.3760
H 3.6788 -3.6344 2.1779
H 5.3624 -3.5978 2.6832
H 4.9384 -4.3047 1.1203
H 6.2996 -0.7549 0.6535
H 6.7794 -2.4370 0.4127
H 6.7930 -1.7490 2.0394
S -3.6524 -2.9064 0.6449
C -4.7563 -4.1404 1.0762
N -5.6099 -4.6405 0.1817
C -6.6252 -5.6564 0.4741
C -6.1376 -6.5305 1.6138
C -5.7469 -5.6449 2.7818
N -4.7936 -4.6332 2.3170
H -5.5657 -4.2341 -0.7368
H -6.7883 -6.2430 -0.4270
H -7.5681 -5.1730 0.7380
H -5.2720 -7.1101 1.2871
H -6.9192 -7.2253 1.9151
H -5.2703 -6.2257 3.5686
H -6.6282 -5.1593 3.2069
H -4.1786 -4.1917 2.9777
C 0.2090 6.1637 0.7119
N 0.6136 4.7963 0.3914
N 0.1382 3.6687 1.0372
C 0.6758 2.5669 0.4150
O 0.4324 1.3435 0.7257
C 1.4986 3.0508 -0.6163
C 1.4361 4.4279 -0.5927
C 2.1310 5.4375 -1.4377
C -0.8669 3.8172 2.0541
C -0.4952 4.3713 3.2734
C -1.4582 4.6027 4.2426
C -2.7848 4.2694 3.9956
C -3.1458 3.7077 2.7784
C -2.1879 3.4879 1.7981
H -0.4815 6.1616 1.5459
H -0.2855 6.6139 -0.1471
H 1.0840 6.7531 0.9786
H 2.0469 2.4399 -1.3106
H 2.6891 4.9446 -2.2293
H 2.8319 6.0220 -0.8389
H 1.4249 6.1342 -1.8914
H 0.5424 4.6267 3.4582
H -1.1738 5.0472 5.1872
H -3.5375 4.4539 4.7513
H -4.1796 3.4528 2.5829
H -2.4680 3.0594 0.8452
C -3.6169 1.7504 -4.6664
C -3.8681 2.1854 -3.2284
N -2.6745 2.0963 -2.3703
C -1.9422 3.3459 -2.1313
C -0.8398 3.6869 -3.1257
C -2.2952 0.9301 -1.7955
C -3.2574 -0.2191 -1.7586
N -1.1210 0.7656 -1.2536
H -4.5599 1.7306 -5.2133
H -3.1895 0.7454 -4.7057
H -2.9467 2.4334 -5.1894
H -4.6732 1.5921 -2.8036
H -4.2035 3.2208 -3.2027
H -1.5171 3.3176 -1.1266
H -2.6860 4.1424 -2.1253
H -0.0191 2.9697 -3.0688
H -0.4371 4.6758 -2.9007
H -1.2180 3.7050 -4.1474
H -4.2804 0.0920 -1.5671
H -2.9645 -0.9070 -0.9716
H -3.2535 -0.7608 -2.7076
H -0.5206 1.5624 -1.4438

Values from the calculation:
total energy: -3847.90081 Ha
2S+1: 2
LUMO level (spin up / spin down): -6.858 / -6.497 eV
net charge: +3
HOMO-LUMO gap (spin up / spin down): 0.26129 / 0.27455 Ha
HOMO level (spin up / spin down): -13.97 / -13.97 eV
⟨S²⟩: 0.75
energy relative to the best compared isomer or geometry (same formula, charge and spin): 0.000 eV

=====

A cluster of 6 separate species, C42H84NO18S in total. Source: the OMol25 dataset; level of theory: the ωB97M-V functional and the def2-TZVPD basis.

Positions of all 146 atoms, in Å:
C -1.8685 4.0882 -0.2160
O -0.7151 3.3345 -0.6252
C -1.1041 2.0108 -0.9351
C -0.0771 1.4457 -1.9591
C 0.9818 0.5436 -1.2808
C 0.3563 -0.8666 -0.9919
C 1.1781 -1.9698 -1.6966
C 0.9166 -3.3792 -1.0789
C -0.1679 -4.1923 -1.8106
C -1.4651 -3.3954 -2.0698
C -1.5090 -2.6956 -3.4553
C -2.9769 -2.6874 -3.9286
S -3.3984 -1.2668 -4.9798
C -3.4923 0.1760 -3.8655
C -4.9884 0.4910 -3.5402
C -5.3485 -0.1467 -2.1863
C -6.8280 0.0229 -1.8089
C -7.1220 0.0399 -0.2842
C -6.1585 -0.8036 0.5984
C -7.0076 -1.6608 1.5936
C -7.6273 -2.8565 0.8386
C -6.7765 -4.1277 0.8560
O -5.4006 -3.9120 0.5631
C -5.1103 -3.9820 -0.8135
O -2.1699 -1.0589 -6.0869
C -1.1475 -0.3775 -5.6386
N -0.2030 0.0554 -5.2549
H -2.2347 4.6769 -1.0650
H -2.6790 3.4353 0.1258
H -1.5783 4.7146 0.6296
H -1.1216 1.3404 -0.0627
H -2.0880 2.0018 -1.4339
H 0.4619 2.2798 -2.4143
H -0.6512 0.8833 -2.7021
H 1.3421 1.0186 -0.3668
H 1.7877 0.4022 -2.0038
H -0.6692 -0.8162 -1.3748
H 0.3047 -1.0787 0.0791
H 2.2455 -1.7584 -1.5933
H 0.9926 -1.9775 -2.7767
H 1.8554 -3.9407 -1.1205
H 0.6800 -3.2555 -0.0187
H 0.1803 -4.6261 -2.7530
H -0.4285 -5.0415 -1.1696
H -2.3056 -4.1034 -2.0415
H -1.6406 -2.7005 -1.2446
H -0.8342 -3.1790 -4.1619
H -1.1341 -1.6780 -3.2944
H -3.6094 -2.6033 -3.0353
H -3.2448 -3.6259 -4.4185
H -2.8920 -0.0524 -2.9800
H -3.0594 1.0464 -4.3705
H -5.5766 -0.0544 -4.2868
H -5.1761 1.5622 -3.5745
H -5.1690 -1.2281 -2.3040
H -4.6786 0.1583 -1.3758
H -7.1353 1.0051 -2.1969
H -7.4877 -0.6939 -2.3057
H -7.1512 1.0738 0.0656
H -8.1242 -0.3699 -0.1333
H -5.5753 -0.1129 1.2139
H -5.5482 -1.5165 0.0460
H -7.7726 -1.0255 2.0439
H -6.3316 -2.0197 2.3760
H -7.9286 -2.5505 -0.1707
H -8.5650 -3.1074 1.3516
H -6.8371 -4.6217 1.8274
H -7.1990 -4.8125 0.1056
H -4.3322 -3.2305 -1.0131
H -5.9924 -3.6475 -1.3822
H -4.7636 -4.9687 -1.1411
C 2.5461 4.9362 0.1193
C 2.0678 6.3096 0.5408
O 1.7677 6.3468 1.9441
C 2.8218 6.4513 2.7536
O 3.9752 6.5298 2.4090
O 2.3787 6.4337 4.0145
C 3.4081 6.4615 5.0053
H 1.8276 4.1727 0.4232
H 2.6767 4.8900 -0.9623
H 3.4980 4.6879 0.5903
H 1.1389 6.5466 0.0228
H 2.7912 7.0832 0.2823
H 4.0912 7.2930 4.8402
H 3.9519 5.5182 5.0076
H 2.9234 6.5909 5.9694
C 6.3767 3.7562 4.1512
C 5.1457 3.4995 3.3065
O 5.2856 2.2939 2.5367
C 5.0787 1.1595 3.2035
O 4.7767 1.0619 4.3670
O 5.2836 0.1384 2.3640
C 5.1800 -1.1504 2.9734
H 7.2734 3.7491 3.5301
H 6.3021 4.7200 4.6553
H 6.5028 2.9809 4.9082
H 5.0207 4.3084 2.5894
H 4.2404 3.4606 3.9149
H 4.2369 -1.2590 3.5071
H 6.0195 -1.3149 3.6490
H 5.2199 -1.8881 2.1759
C -2.0729 -9.6991 -0.2598
C -0.5773 -9.7479 -0.4942
O -0.2669 -10.3173 -1.7739
C -0.4100 -9.5055 -2.8197
O -0.7583 -8.3492 -2.7822
O -0.1184 -10.1978 -3.9228
C -0.3056 -9.4778 -5.1408
H -2.5143 -10.6863 -0.4034
H -2.2912 -9.3567 0.7520
H -2.5586 -9.0230 -0.9642
H -0.1101 -10.3958 0.2457
H -0.1225 -8.7616 -0.3961
H 0.2256 -8.5276 -5.1221
H -1.3684 -9.3162 -5.3203
H 0.0985 -10.0904 -5.9423
C -1.5127 10.7203 -3.5741
C -0.1975 10.2652 -2.9772
O -0.2118 8.8574 -2.6909
C -0.0237 8.0552 -3.7385
O 0.1670 8.3981 -4.8765
O -0.1006 6.7880 -3.3075
C 0.0029 5.8130 -4.3431
H -2.3453 10.4261 -2.9328
H -1.5238 11.8033 -3.6953
H -1.6796 10.2638 -4.5499
H -0.0331 10.7652 -2.0239
H 0.6441 10.5132 -3.6240
H 0.8934 5.9729 -4.9485
H -0.8900 5.8345 -4.9687
H 0.0751 4.8397 -3.8617
C 6.9632 0.4478 7.0138
C 6.2395 -0.8807 6.9979
O 7.1224 -1.9553 6.6396
C 7.9213 -2.3950 7.6155
O 7.9508 -1.9868 8.7481
O 8.6953 -3.3623 7.1121
C 9.6622 -3.8759 8.0302
H 7.4723 0.6155 6.0628
H 6.2604 1.2625 7.1888
H 7.7228 0.4722 7.7959
H 5.4599 -0.8617 6.2372
H 5.7571 -1.0863 7.9540
H 9.1937 -4.1877 8.9618
H 10.4293 -3.1268 8.2236
H 10.1235 -4.7414 7.5614

Values from the calculation:
total energy: -3457.63298 Ha
LUMO level: -4.534 eV
net charge: +1
HOMO-LUMO gap: 0.26301 Ha
HOMO level: -11.69 eV